(1)
# C47H55KN6O3S

A structure of composition C47H55KN6O3S in a non-equilibrium geometry (ωB97M-V with the def2-TZVPD basis set, OMol25).

As for the total energy: -91870.5256 eV. The relative energy (zero: lowest compared OMol25 entry of this formula, charge and spin) is 3.8808 eV. As for the HOMO-LUMO gap (alpha / beta): 4.6 / 4.2 eV. As for the charge: -2. Its HOMO energy (alpha / beta) is -0.67 / -0.28 eV. The value obtained for the LUMO energy (alpha / beta) is 3.89 / 3.89 eV. For the maximum force, the calculation gives 2.698 eV Å⁻¹.

Atoms and positions in Å:
K: -0.3544 0.0282 -0.3937
S: 0.7740 1.2783 -3.2387
O: -0.0689 2.2725 -2.4783
O: -2.4699 -0.8379 -1.0882
O: 0.3100 -2.0831 -1.3014
N: -1.7955 -0.2479 1.7082
N: -1.5355 2.8163 1.0585
N: 3.2556 0.6843 -0.8784
N: -4.0053 -3.7965 -3.5314
N: -0.9337 -5.2003 -3.6856
N: 1.0364 -1.2575 1.3472
C: -4.9161 -2.0771 1.2753
C: 3.8092 1.7764 -0.4794
C: 5.4186 -0.1831 -1.5814
C: -6.9373 -3.5727 1.0200
C: -0.4022 -4.1925 -2.8648
C: 6.1533 -1.2601 -2.1525
C: -4.0926 -2.5566 -1.3677
C: 2.8944 2.8040 0.1283
C: -2.9624 -5.7512 -2.2410
C: 1.5065 2.6564 0.1361
C: 2.5069 4.9092 1.3231
C: 0.9851 -5.6593 -1.4025
C: 1.7446 -5.8318 -0.2469
C: -4.1268 -5.1905 -3.0582
C: 0.0142 -0.3046 3.4046
C: -3.3641 -1.5509 -0.5608
C: 3.3738 3.9693 0.7478
C: -0.5678 1.6147 -5.4912
C: -1.1913 0.4626 2.8301
C: 5.5116 -2.3932 -2.5386
C: -3.7609 -1.4312 0.8143
C: 4.0972 -2.5146 -2.3774
C: 1.5572 -2.4149 1.3357
C: 1.3753 -3.4663 0.3119
C: -2.9950 -0.6441 1.8113
C: -2.9003 2.6681 -0.9417
C: 4.0276 -0.3052 -1.4270
C: 2.3626 -7.1714 0.0848
C: 0.6759 -3.2311 -0.9144
C: -2.2666 4.9209 -0.1339
C: 0.4069 -4.4129 -1.7537
C: -0.3658 -0.0775 -3.7263
C: -3.8227 3.5721 1.2452
C: -1.7523 -6.2439 -3.0327
C: -0.7694 0.1292 -5.1921
C: 1.9040 -4.7388 0.5988
C: 3.3745 -1.4935 -1.8405
C: -5.6789 -2.9310 0.4818
C: -2.6116 3.4850 0.3214
C: 1.2653 -0.4082 2.5123
C: 0.7955 3.5418 0.6665
C: 5.2220 1.9993 -0.6135
C: 0.8134 1.9223 -4.9231
C: -3.5780 -2.7937 -2.6362
C: -5.2438 -3.1808 -0.8165
C: 1.1187 4.7161 1.3041
C: 6.0000 1.0326 -1.1549
H: -3.3368 -6.5912 -1.6445
H: -4.6689 4.0814 0.7600
H: -1.3082 2.2086 -4.9486
H: -0.9316 2.4244 0.3352
H: -2.0720 -6.9377 -3.8170
H: -7.4206 -4.1822 0.2515
H: 1.6125 1.4089 -5.4732
H: -0.2982 -1.3250 3.6647
H: -1.1110 -6.8013 -2.3540
H: -3.5488 4.1181 2.1559
H: -5.8421 -3.8328 -1.4445
H: -5.2178 -1.9052 2.3085
H: -6.7332 -4.2251 1.8771
H: -1.2151 -0.0133 -3.0308
H: 2.0924 -0.7958 3.1244
H: -3.4630 -3.7523 -4.3765
H: -3.6845 3.0628 -1.6113
H: 6.0765 -3.2135 -2.9661
H: -3.1050 5.4259 -0.6465
H: 0.1480 -1.0233 -3.5305
H: -1.9425 2.6548 -1.4622
H: 3.5879 -3.4272 -2.6690
H: 7.2288 -1.1652 -2.2623
H: -1.4144 4.8807 -0.8225
H: 3.4485 -7.1009 0.2115
H: -1.7960 -0.1977 -5.3662
H: 2.4599 -4.8647 1.5284
H: 1.9579 -7.5886 1.0126
H: -2.7923 -2.1343 -2.9817
H: -0.6580 -3.1687 -3.1019
H: 0.8755 -6.4958 -2.0870
H: 2.1699 -7.8949 -0.7118
H: 1.0495 2.9822 -4.8213
H: 5.6588 2.9350 -0.3005
H: -5.0263 -5.2701 -2.4547
H: 1.5421 0.5973 2.1694
H: -0.8868 1.4547 2.4853
H: -1.4542 -4.7801 -4.4369
H: -0.6504 1.8501 -6.5543
H: -4.1362 2.5616 1.5312
H: -0.1165 -0.4599 -5.8436
H: 2.2976 -1.5606 -1.6856
H: -3.5442 -0.4449 2.7442
H: -7.6656 -2.8254 1.3536
H: -1.9776 5.5139 0.7424
H: -4.2926 -5.8086 -3.9463
H: -1.9191 0.6221 3.6359
H: 2.9224 5.7911 1.8017
H: 7.0677 1.1831 -1.2690
H: 0.3127 0.1969 4.3315
H: 4.4413 4.1617 0.8182
H: -3.1583 1.6448 -0.6467
H: -2.6346 -4.9811 -1.5359
H: 2.1888 -2.7218 2.1846
H: 0.4076 5.4073 1.7313

Forces on atoms 1 to 2 (eV/Å):
0.4 1.2 -0.2
-0.5 0.4 0.6

---

(2)
# C21H40N4O4PS

A cluster of 2 separate species, C21H40N4O4PS in total in a non-equilibrium geometry (ωB97M-V with the def2-TZVPD basis set, OMol25).

As for the total energy: -56695.6186 eV. As for the HOMO-LUMO gap: 5.6 eV. As for the charge: +1. Its HOMO energy is -9.85 eV. The value obtained for the LUMO energy is -4.20 eV. For the maximum force, the calculation gives 3.903 eV Å⁻¹.

Atoms and positions in Å:
S: -0.7184 -0.5676 -1.7785
P: 0.2879 -1.5134 -0.4458
O: 4.4078 -3.0089 3.3008
O: 0.9324 -2.8273 -1.1333
O: -0.7430 -1.9613 0.7301
O: 6.6306 -3.0096 3.5831
N: 1.4810 -0.5086 0.3285
N: 3.3977 -2.0269 0.6490
N: 3.5639 -0.1450 -0.6900
N: -4.9516 -0.2978 1.2286
C: 5.4860 -3.4979 3.0777
C: 5.7697 -4.6865 2.1838
C: 2.7662 2.2572 -0.3584
C: -4.6038 0.9571 1.6179
C: -2.7129 3.2202 -2.4565
C: -4.5839 1.0212 -1.5939
C: -5.6234 -0.8668 2.2813
C: -0.6275 4.1519 -1.2121
C: 0.9048 3.9325 -1.0324
C: 7.7544 -3.7401 3.0510
C: -5.1818 -0.3838 -1.3020
C: -1.3071 2.9363 -1.8769
C: 1.2263 2.5572 -0.4056
C: -5.7003 0.0233 3.3202
C: -3.0989 2.0761 -3.4479
C: 3.1843 1.1219 -1.3612
C: -4.4114 1.3256 -3.1080
C: -5.0387 1.2403 2.8890
C: 7.1822 -5.0728 2.6041
C: 2.8336 -0.8813 0.0598
C: -4.6887 -1.0403 0.0033
H: -0.7908 5.1026 -1.7387
H: 5.0577 -5.4883 2.3640
H: 4.5177 -0.4769 -0.8276
H: -5.3146 1.8189 -3.4934
H: -4.8753 2.1686 3.4281
H: 8.5120 -3.8527 3.8226
H: 4.0918 1.4767 -1.8725
H: -6.2788 -0.3922 -1.4050
H: 1.3764 -0.5249 1.3465
H: -3.2304 2.5287 -4.4464
H: -2.2957 1.3283 -3.5579
H: 3.0068 1.8598 0.6423
H: 0.8544 2.4726 0.6309
H: -3.4221 3.3562 -1.6266
H: 2.8646 -2.8645 0.4288
H: 3.3770 3.1564 -0.5056
H: -3.6726 1.2045 -1.0025
H: -4.8200 -1.0374 -2.1208
H: 2.4368 0.9471 -2.1469
H: 5.7260 -4.3632 1.1414
H: -6.0206 -1.8785 2.2960
H: 7.7641 -5.5493 1.8175
H: -3.6308 -1.3409 -0.1080
H: 3.3633 -1.9588 1.6757
H: -6.1736 -0.1239 4.2866
H: 0.7731 1.7173 -0.9533
H: -2.7399 4.1574 -3.0396
H: 1.4091 3.9993 -2.0110
H: -1.4360 2.1510 -1.1142
H: 7.1373 -5.7600 3.4505
H: -4.0469 1.6556 0.9961
H: -0.6655 2.5732 -2.7017
H: -1.0298 4.2383 -0.1864
H: -1.0394 -1.1423 1.1640
H: -5.3227 1.7501 -1.2103
H: 8.1779 -3.1686 2.2224
H: 1.2740 4.6940 -0.3241
H: 0.8732 -3.5784 -0.5094
H: -5.2451 -1.9868 0.1035
H: -4.3599 0.3459 -3.6209

Forces on atoms 1 to 2 (eV/Å):
0.8 0.1 0.1
-3.0 1.4 -2.1

---

(3)
# C27H39N7NdO3SSi

A structure of composition C27H39N7NdO3SSi (ωB97M-V with the def2-TZVPD basis set, OMol25).

As for the total energy: -79198.1211 eV. The expectation value of S² is 3.760. As for the HOMO-LUMO gap (alpha / beta): 7.5 / 7.5 eV. As for the charge: +1. Its HOMO energy (alpha / beta) is -11.14 / -11.16 eV. The value obtained for the LUMO energy (alpha / beta) is -3.66 / -3.65 eV. The multiplicity is 4. For the maximum force, the calculation gives 0.935 eV Å⁻¹.

Atoms and positions in Å:
Nd: -0.5839 -1.1966 0.3264
S: 1.9193 -0.2793 0.7487
Si: 1.7723 0.8577 -1.0104
O: 2.6740 0.3819 -2.2610
O: 0.1593 0.4959 -1.4433
O: 1.9683 2.4538 -0.8698
N: -0.3204 -2.1953 2.6709
N: -1.0805 -2.1776 4.8948
N: 1.0152 -3.9364 1.9489
N: 0.1141 -4.0624 4.0552
N: -1.6480 0.1742 2.2499
N: -7.7048 -3.9475 -1.5558
N: -0.7433 -4.0497 6.1729
C: 4.1021 0.2167 -2.4333
C: 4.4877 -1.1745 -1.9457
C: 1.6239 4.7831 -0.6510
C: -1.5626 -0.2896 3.5075
C: -0.0665 2.0661 -3.3146
C: -0.0780 -0.4219 -3.6980
C: -2.7343 2.1332 3.0835
C: -0.4707 0.7103 -2.7556
C: -6.6313 -3.6310 -1.2930
C: -2.0342 0.4252 4.5943
C: 4.3546 0.3545 -3.9268
C: -5.2927 -3.2207 -0.9720
C: 1.6562 3.4622 0.1038
C: -2.2345 1.3575 2.0555
C: 4.8563 1.2891 -1.6564
C: 0.2971 3.1799 0.7377
C: -0.9523 -1.6354 3.7125
C: -4.2346 -4.1260 -1.0310
C: -5.0474 -1.8996 -0.6023
C: -0.5695 -3.4252 5.0130
C: -2.9498 -3.6993 -0.7371
C: 0.2509 -3.3954 2.9293
C: -2.6241 1.6608 4.3804
C: -2.6475 -2.3773 -0.3742
C: -1.9705 0.6699 -2.4912
C: 2.7523 3.4634 1.1617
C: -3.7528 -1.5069 -0.3090
H: 1.4281 5.6083 0.0349
H: -2.2290 1.3634 -1.6854
H: -1.9360 -0.0028 5.5798
H: 1.5435 -3.3037 1.3722
H: -0.2779 -1.3883 -3.2267
H: -1.2413 -3.5935 6.9157
H: -2.5207 0.9706 -3.3824
H: -0.4246 2.8715 -2.6701
H: -0.4700 3.1204 -0.0404
H: 5.9247 1.2095 -1.8574
H: -3.1980 3.0853 2.8669
H: 3.8131 -0.4179 -4.4753
H: 3.9325 -1.9344 -2.4990
H: -2.1534 -4.4357 -0.8022
H: -0.5061 2.1914 -4.3043
H: -5.8700 -1.1969 -0.5521
H: -2.3000 1.7005 1.0293
H: 0.8430 4.7656 -1.4132
H: -0.6664 -0.3627 -4.6140
H: 1.0174 2.1482 -3.4038
H: 3.7163 3.6835 0.7011
H: 0.9792 -0.3683 -3.9480
H: 5.5552 -1.3428 -2.0955
H: -3.6144 -0.4623 -0.0175
H: 5.4187 0.2544 -4.1427
H: 4.2629 -1.2775 -0.8832
H: -2.9967 2.2422 5.2134
H: 4.6973 1.1677 -0.5806
H: 0.0333 3.9811 1.4303
H: -4.4289 -5.1549 -1.3057
H: 2.8094 2.4838 1.6416
H: 4.0173 1.3321 -4.2751
H: -0.3832 -4.9807 6.2858
H: 1.4767 -4.7980 2.1916
H: 2.5468 4.2176 1.9233
H: -2.2950 -0.3385 -2.2252
H: 4.5141 2.2828 -1.9483
H: 2.5821 4.9536 -1.1428
H: 0.3303 2.2375 1.2898

Forces on atoms 1 to 2 (eV/Å):
-0.6 0.7 0.1
0.5 -0.1 0.1